# 1
DFT (wB97M-V/def2-TZVPD) results for an isolated ion of composition C23H43BCl2F2N3O9 and charge +1.

The geometry in XYZ format:
```
83
Properties=species:S:1:pos:R:3:lowdin_charge:R:1
C 2.250 3.648 -1.478 -0.0574
C 1.898 2.879 -2.759 -0.3852
C 2.882 1.727 -2.999 -0.0442
C 0.435 2.402 -2.811 -0.3032
C -0.549 3.563 -3.000 -0.0382
C 0.069 1.538 -1.597 -0.1258
O -0.030 0.176 -2.072 -0.0394
N -0.054 -0.861 -1.101 0.0625
C 1.334 -1.025 -0.467 -0.0800
C 2.055 -2.138 -1.253 0.0155
B 1.676 -3.681 -1.122 -0.6504
O 0.704 -4.163 -1.982 0.1534
O 2.338 -4.473 -0.239 0.1946
C 1.417 -0.987 1.110 -0.3111
C 2.190 0.265 1.515 -0.1406
C 2.464 0.439 3.007 -0.6851
C 3.742 1.236 3.262 -0.1030
Cl 1.105 1.245 3.847 0.6816
N 2.083 -2.221 1.620 0.1499
C 3.454 -2.294 1.691 -0.5156
O 4.223 -1.760 0.979 0.1958
F 3.830 -3.091 2.695 0.1752
C 1.325 -3.027 2.543 -0.4452
O 0.712 -3.981 2.255 0.2293
F 1.467 -2.609 3.803 0.1735
O 0.181 -1.043 1.785 -0.0126
C -0.974 -0.442 1.231 -0.2840
N -0.865 0.994 1.287 0.1360
C -1.263 -1.016 -0.169 -0.2211
C -1.410 -2.543 -0.038 -0.1124
C -2.658 -3.018 0.705 -0.2272
C -2.641 -4.545 0.799 -0.5876
Cl -3.690 -5.107 2.118 0.5915
C -2.523 -0.452 -0.843 -0.1295
O -3.361 -0.007 0.190 -0.1012
C -4.594 0.577 -0.229 -0.2113
O -4.789 1.776 0.405 -0.0641
C -3.895 2.814 0.048 -0.1579
C -3.299 3.531 1.280 -0.2156
O -3.589 2.813 2.466 -0.0451
H 1.410 4.227 -1.091 0.0760
H 3.051 4.358 -1.683 0.0895
H 2.615 2.978 -0.694 0.0706
H 2.017 3.569 -3.601 0.1398
H 3.885 2.001 -2.672 0.0879
H 2.935 1.483 -4.062 0.0888
H 2.574 0.818 -2.477 0.0565
H 0.337 1.758 -3.692 0.1486
H -1.563 3.287 -2.699 0.0725
H -0.590 3.860 -4.047 0.0897
H -0.265 4.440 -2.416 0.0795
H -0.885 1.848 -1.181 0.0909
H 0.826 1.603 -0.817 0.1000
H -0.152 -1.660 -1.735 0.1707
H 1.847 -0.117 -0.770 0.1161
H 3.129 -2.027 -1.099 0.1229
H 1.888 -1.864 -2.303 0.1283
H 0.893 -5.050 -2.307 0.1213
H 1.900 -5.307 -0.035 0.1263
H 3.150 0.272 0.994 0.1212
H 1.628 1.124 1.144 0.1051
H 2.570 -0.531 3.492 0.0870
H 3.550 2.304 3.156 0.0773
H 4.535 0.926 2.582 0.0844
H 4.072 1.078 4.288 0.0858
H -1.784 -0.804 1.863 0.1641
H -1.610 1.391 0.726 0.0538
H -1.043 1.301 2.237 0.0600
H -1.436 -2.970 -1.047 0.1359
H -0.544 -2.971 0.463 0.1053
H -2.709 -2.618 1.718 0.1081
H -3.563 -2.727 0.170 0.1186
H -1.639 -4.925 0.985 0.0651
H -3.024 -4.997 -0.114 0.0792
H -2.998 -1.249 -1.429 0.1472
H -2.298 0.362 -1.539 0.1225
H -4.594 0.682 -1.325 0.1468
H -5.409 -0.075 0.081 0.1514
H -4.456 3.538 -0.549 0.1320
H -3.084 2.424 -0.581 0.0917
H -2.215 3.626 1.152 0.1096
H -3.720 4.538 1.336 0.1188
H -2.879 2.956 3.097 0.0883
```

As for the net charge: +1. Its largest force on an atom is 0.98 eV/A. The total energy is -2888.3947 Ha.

# 2
DFT (wB97M-V/def2-TZVPD) results for a 5-piece molecular cluster, C23H43BNO11S4 overall at a distorted geometry.

The geometry in XYZ format:
```
83
Properties=species:S:1:pos:R:3:lowdin_charge:R:1
O -1.079 -2.289 -4.797 -0.0386
C -0.733 -1.439 -3.722 -0.2756
C 0.399 -0.508 -4.155 -0.0997
C 1.013 0.250 -3.009 -0.1558
C 2.274 0.849 -3.166 0.0204
C 2.766 1.557 -2.093 -0.0163
N 2.100 1.673 -0.938 0.1610
C 0.885 1.107 -0.748 -0.0277
B 0.181 1.262 0.691 -0.6635
O -0.632 2.292 1.044 0.2109
O 0.425 0.291 1.588 0.1689
C 0.334 0.394 -1.795 0.0683
H -1.801 -2.843 -4.480 0.0954
H -0.435 -2.008 -2.831 0.1275
H -1.595 -0.807 -3.464 0.1224
H -0.058 0.253 -4.804 0.1341
H 1.133 -1.033 -4.768 0.1388
H 2.802 0.754 -4.105 0.1399
H 3.730 2.039 -2.208 0.1503
H 2.543 2.190 -0.188 0.1912
H -0.499 3.096 0.532 0.1166
H 1.001 -0.358 1.153 0.0698
H -0.637 -0.043 -1.607 0.1176
C -5.251 -1.544 1.270 -0.2025
C -4.681 -2.439 0.162 -0.2070
C -3.609 -1.628 -0.577 -0.2240
S -2.961 -0.453 0.626 0.6893
O -3.293 0.880 0.185 -0.3056
O -1.598 -0.813 0.973 -0.3180
C -4.045 -0.916 1.960 -0.2304
H -5.860 -2.109 1.973 0.1234
H -5.878 -0.764 0.831 0.1223
H -4.228 -3.326 0.610 0.1191
H -5.457 -2.780 -0.522 0.1163
H -2.795 -2.257 -0.934 0.0923
H -4.030 -1.059 -1.405 0.1026
H -4.292 -0.037 2.550 0.1127
H -3.516 -1.641 2.576 0.0947
C -0.521 -0.215 5.528 -0.2155
C -1.049 0.778 6.573 -0.2089
C -2.563 0.558 6.692 -0.2150
S -2.854 -1.164 6.268 0.6714
O -3.624 -1.215 5.047 -0.3325
O -3.258 -1.891 7.441 -0.3131
C -1.152 -1.559 5.878 -0.2276
H 0.567 -0.271 5.535 0.1168
H -0.835 0.096 4.529 0.1141
H -0.572 0.582 7.535 0.1180
H -0.824 1.808 6.300 0.1147
H -2.926 0.737 7.701 0.1041
H -3.115 1.173 5.985 0.1036
H -1.122 -2.278 5.062 0.1043
H -0.702 -1.988 6.774 0.1085
C 4.010 -4.291 1.374 -0.2137
C 5.379 -3.651 1.635 -0.2049
C 5.222 -2.136 1.445 -0.2129
S 3.511 -1.760 1.839 0.6821
O 2.841 -1.292 0.637 -0.3411
O 3.451 -1.012 3.066 -0.3061
C 3.002 -3.446 2.148 -0.2223
H 3.982 -5.332 1.692 0.1205
H 3.783 -4.258 0.306 0.1196
H 5.691 -3.863 2.659 0.1214
H 6.145 -4.050 0.972 0.1186
H 5.869 -1.570 2.111 0.1071
H 5.401 -1.840 0.412 0.1041
H 1.975 -3.584 1.818 0.1103
H 3.080 -3.620 3.220 0.1139
C 0.291 3.999 -6.602 -0.2118
C -0.583 3.710 -5.371 -0.2032
C 0.332 3.768 -4.138 -0.2222
S 1.663 4.892 -4.562 0.6621
O 2.893 4.134 -4.596 -0.3308
O 1.524 6.090 -3.779 -0.3116
C 1.140 5.214 -6.237 -0.2217
H -0.311 4.186 -7.490 0.1197
H 0.936 3.141 -6.806 0.1176
H -1.359 4.472 -5.288 0.1211
H -1.081 2.744 -5.447 0.1070
H -0.193 4.142 -3.262 0.1055
H 0.772 2.800 -3.910 0.0622
H 2.012 5.344 -6.875 0.1125
H 0.543 6.126 -6.227 0.1130
```

As for the net charge: +1. Its largest force on an atom is 1.54 eV/A. The total energy is -3402.0432 Ha.

# 3
DFT (wB97M-V/def2-TZVPD) results for C23H43CeN2OP3Se as an isolated structure at a distorted geometry.

The geometry in XYZ format:
```
74
Properties=species:S:1:pos:R:3:lowdin_charge:R:1
Ce -0.614 -0.112 0.273 0.0775
P -2.875 -1.210 0.599 0.6640
P 0.474 -1.664 1.881 0.6258
P -1.295 0.959 -1.859 0.6228
H 8.285 -1.285 -3.445 0.0431
C 8.146 -0.323 -3.938 -0.1018
C 8.633 0.820 -3.393 -0.0591
H 9.175 0.808 -2.447 0.0502
C -3.118 -2.777 -0.244 -0.2115
C -3.225 -1.557 2.323 -0.2011
C -4.295 -0.253 0.106 -0.2019
C 2.258 -1.456 1.749 -0.1962
C 0.165 -1.525 3.620 -0.2117
C 0.218 -3.414 1.602 -0.2378
C 0.166 1.640 -2.650 -0.1906
C -2.455 2.293 -1.806 -0.2085
C -2.004 -0.104 -3.113 -0.2287
H 7.613 -0.311 -4.888 0.0405
H 8.502 1.782 -3.890 0.0500
H -4.091 -3.173 0.070 0.0891
H -2.330 -3.500 -0.003 0.0459
H -3.112 -2.630 -1.330 0.0593
H -4.280 -1.856 2.393 0.0890
H -3.062 -0.671 2.950 0.0664
H -2.599 -2.368 2.711 0.0592
H -5.184 -0.845 0.362 0.0905
H -4.305 -0.049 -0.971 0.0591
H -4.345 0.707 0.637 0.0585
H 2.698 -1.886 2.654 0.0877
H 2.540 -0.395 1.670 0.0651
H 2.636 -1.976 0.863 0.0620
H 0.333 -2.519 4.044 0.0798
H -0.857 -1.204 3.860 0.0523
H 0.865 -0.819 4.090 0.0751
H 0.718 -3.923 2.427 0.0776
H 0.661 -3.729 0.642 0.0393
H -0.845 -3.680 1.606 0.0513
H -0.183 2.282 -3.466 0.0877
H 0.796 0.836 -3.046 0.0595
H 0.773 2.232 -1.948 0.0747
H -2.628 2.594 -2.843 0.0839
H -2.088 3.165 -1.241 0.0848
H -3.411 1.983 -1.362 0.0546
H -2.424 0.566 -3.868 0.0792
H -2.799 -0.750 -2.721 0.0482
H -1.228 -0.743 -3.557 0.0504
C 1.855 -1.740 -2.095 -0.5134
C 2.760 -0.806 -1.567 -0.1158
C 4.023 -0.650 -2.137 -0.0068
C 4.401 -1.418 -3.239 0.0247
C 3.498 -2.350 -3.769 -0.0038
C 2.239 -2.508 -3.201 -0.0837
Se 0.101 -2.082 -1.418 0.9722
H 0.869 0.531 0.050 -0.1272
H 2.468 -0.204 -0.707 0.0553
H 4.716 0.079 -1.716 0.1336
H 5.391 -1.295 -3.687 0.1177
H 3.778 -2.955 -4.627 0.1347
H 1.537 -3.231 -3.613 0.1173
N -4.255 4.894 3.774 0.2161
C -3.862 4.021 2.736 -0.3868
O -4.618 3.854 1.746 0.0400
C -2.554 3.284 2.825 -0.0769
C -1.625 3.443 3.830 0.0399
C -0.463 2.714 3.850 0.0126
C -0.239 1.786 2.843 -0.1042
N -1.128 1.597 1.860 -0.0903
C -2.250 2.346 1.836 -0.0327
H -5.143 5.337 3.649 0.1276
H -3.724 5.037 4.553 0.0569
H -1.791 4.166 4.649 0.1499
H 0.278 2.842 4.648 0.1444
H 0.697 1.175 2.857 0.1252
H -2.963 2.173 0.968 0.1182
```

As for the energy relative to the best compared isomer or geometry (same formula, charge and spin): 138.31 kcal per mole. As for the net charge: +3. Its largest force on an atom is 5.07 eV/A. Its spin multiplicity is 2. The total energy is -4986.3652 Ha.